[1]
DFT (the ωB97M-V functional and the def2-TZVPD basis) results for a cluster of 2 separate species, C4H8BrNO2P in total at a distorted geometry.

Values from the calculation:
total energy	-89194.72913	eV
ΔE to the lowest compared entry with this formula, charge and spin	2.380	eV
strongest force on any atom	4.980	eV/A
highest occupied orbital energy (spin up / spin down)	-0.112 / -0.186	hartree
E_LUMO (spin up / spin down)	3.30 / 3.18	eV
total charge	-1
molecular weight	212.99	g mol⁻¹

XYZ file:
```
17
C4H8BrNO2P the ωB97M-V functional and the def2-TZVPD basis
H -1.61751 0.00976 1.84800
H 0.16257 -0.32700 1.32153
O 3.43259 -1.67383 -0.75645
Br 2.90173 1.11051 0.23398
P 2.38186 -0.99757 -0.00110
C -0.86115 -0.04951 0.99319
H -0.57488 -2.03057 0.03472
H -2.05741 1.64917 0.09855
H 0.63384 1.25430 -1.25451
C -0.38990 0.91843 -1.12337
C -1.09100 -1.07959 -0.11517
H -0.84213 1.36935 -2.02459
O 1.90485 -1.63225 1.24410
H -0.47148 2.12774 0.85586
H -2.15842 -1.46133 -0.41290
C -0.85317 1.31327 0.25887
N -0.50038 -0.50088 -1.20074
```

Atom charges from the Löwdin analysis, given in e for atoms 1 to 6: 0.11, 0.06, -0.47, 0.27, 0.02, -0.21


[2]
DFT (the ωB97M-V functional and the def2-TZVPD basis) results for a cluster of 6 separate species, C37H35FN9O12S in total at a distorted geometry.

Values from the calculation:
total energy	-90444.16994	eV
ΔE to the lowest compared entry with this formula, charge and spin	3.665	eV
strongest force on any atom	5.456	eV/A
highest occupied orbital energy	-0.415	hartree
E_LUMO	-3.95	eV
total charge	+1
molecular weight	848.80	g mol⁻¹

XYZ file:
```
95
C37H35FN9O12S the ωB97M-V functional and the def2-TZVPD basis
H -7.01933 2.96963 -0.73393
C 1.08848 1.53124 4.68797
H -5.23864 -0.59692 0.83033
O 0.10034 5.28041 0.49563
H 2.99116 0.56645 -4.35146
C 7.06860 -7.25292 -0.03055
H 1.55876 4.91342 6.48161
O -1.14840 6.57269 1.70155
N 0.90018 0.26082 3.98700
N 3.08147 -1.18469 -2.36472
C -5.48390 0.45548 0.94125
C -1.44500 5.65798 -1.72415
H 8.04414 -9.09018 -0.57301
C 7.10052 -8.61283 -0.32638
C -2.25370 5.91893 -2.82497
H 3.37979 3.99884 5.07754
C 5.17457 -0.64816 -0.71957
C 2.20463 -2.22950 -1.76822
O -6.00836 5.14467 2.36214
N -0.86258 6.02606 0.64884
H 7.98595 -6.67379 -0.04300
O 2.40900 -7.43716 0.60226
N -5.64890 -1.96951 -2.29324
C 0.23712 3.25434 6.13191
O -7.01118 5.11433 0.44390
N 3.41168 -6.74104 0.58533
C -3.32944 6.79491 -2.70750
C -4.38157 -2.63896 -2.59138
H -1.07794 -1.95798 -2.90614
H -3.14303 -5.68450 -3.41629
C -6.09320 3.14596 1.21629
C 4.68922 -7.39066 0.28485
C -1.98178 -3.88703 -3.19694
H -3.03289 7.63337 0.56240
H -4.44769 8.08739 -1.40275
C 4.71627 -8.75508 -0.00040
H 1.82318 4.06959 -1.04051
C -1.72359 6.27992 -0.50799
S 1.98596 0.10908 0.71286
C 5.92835 -9.36331 -0.30872
N 2.60931 0.09864 -2.16018
H -3.20287 -0.83769 -2.36757
C -5.10706 1.13711 2.09547
N -6.39458 4.57343 1.35147
N 1.34442 3.21319 -0.70410
H 5.84933 -5.57452 0.50177
C 1.42847 3.95881 5.98090
O 3.41905 -5.53250 0.79929
H -0.60843 4.97592 -1.82977
C 2.28833 2.22725 4.54108
H -1.04231 -4.37400 -3.44109
H 1.53615 -3.52203 -0.05747
H 3.81029 -9.35113 0.00986
H 1.71281 3.08200 0.26482
C 2.63727 0.94860 -3.33939
C 2.45308 3.44587 5.19005
H 0.67803 0.25961 1.18543
H 3.21367 -3.97734 -0.69059
F 1.97792 3.47402 -3.68877
C -3.20208 -1.89835 -2.59506
H -0.55635 3.65789 6.75186
C 5.86086 -6.63530 0.27619
C 0.06171 2.03617 5.48474
C -4.37018 -4.00287 -2.87874
C -3.60710 7.40694 -1.48869
O -0.17345 -0.30539 4.11071
O -5.61602 -0.76239 -2.07963
H 4.74958 -1.09686 0.24049
N 1.83289 2.13655 -1.46643
C -2.80559 7.15001 -0.38149
H 3.09432 1.83871 3.92797
C -5.41027 2.48751 2.23739
H 6.30239 -0.81397 -0.73216
H 5.95965 -10.42316 -0.53868
H -6.46477 0.57923 -0.96818
C -2.00048 -2.52757 -2.89862
O 1.12262 -2.50577 -2.36872
H -5.28318 -4.58820 -2.87241
O -6.66440 -2.64774 -2.27818
H 4.94829 0.48165 -0.72737
H -5.10821 3.00776 3.13993
H -3.95421 7.00232 -3.57104
H -0.87246 1.49893 5.60818
C 4.51655 -1.34546 -1.99867
C -3.16309 -4.62471 -3.18452
C 2.13311 0.79397 -0.98360
C 2.11972 2.32988 -2.88535
O 1.83379 -0.16428 3.30680
H 3.07096 -2.48949 0.36714
C -6.48264 2.46617 0.06271
C 2.52041 -3.08329 -0.45048
H -2.04407 5.44250 -3.77701
C -6.17236 1.11627 -0.07175
O 5.24594 -2.02970 -2.76369
H -4.57308 0.61560 2.88328
```

Atom charges from the Löwdin analysis, given in e for atoms 1 to 6: 0.12, -0.15, 0.11, 0.02, 0.16, -0.06


[3]
DFT (the ωB97M-V functional and the def2-TZVPD basis) results for a structure of composition C18H40GaGeN2O3Si3 at a distorted geometry.

Values from the calculation:
total energy	-160950.87937	eV
ΔE to the lowest compared entry with this formula, charge and spin	0.429	eV
spin multiplicity	2
strongest force on any atom	2.339	eV/A
highest occupied orbital energy (spin up / spin down)	-0.465 / -0.487	hartree
E_LUMO (spin up / spin down)	-5.06 / -6.86	eV
total charge	+2
<S²>	0.75
molecular weight	559.12	g mol⁻¹

XYZ file:
```
68
C18H40GaGeN2O3Si3 the ωB97M-V functional and the def2-TZVPD basis
H -0.28809 -4.43470 -2.71227
H 1.60935 2.74081 -3.70367
C 2.18077 -2.22329 3.36046
H -5.55775 2.03610 6.79829
H 3.47911 -4.07643 -2.57924
H 5.20379 0.17954 -3.95092
H -0.59840 -0.20893 -2.26103
C 2.66988 -1.02681 1.18283
H -1.81910 -1.43762 -2.37029
C 3.19417 2.57856 -0.86935
H 1.18688 -3.82265 -3.36780
H 3.00233 -0.26644 3.06205
C 4.32346 -3.35121 -2.60398
H -7.52055 2.05190 5.46800
H -8.70167 4.22071 1.61832
H -1.35422 -3.22000 -0.08506
H 5.45474 -0.11161 -2.16151
H 6.02081 -1.28626 -3.39292
H 1.19768 -1.75035 3.35445
C -7.79122 4.09454 2.18987
O 3.48562 -1.30262 0.18818
N -5.53851 3.42208 3.53735
H 0.20082 3.25716 -0.97956
C 1.79299 1.68805 -3.46253
C 0.63002 -3.93701 -2.41956
H -7.12098 3.74235 6.18216
Si 0.26297 -2.34249 -1.59603
H -8.82907 3.86485 4.00898
H -0.53201 -1.78802 0.67127
H 4.20189 -1.62248 2.56343
H -0.64636 1.71610 -1.46664
H 4.11515 2.56041 -1.47735
O -5.52358 2.44358 5.94096
H 0.09352 1.93849 0.18178
C -0.43583 -2.69224 0.07201
H 3.53705 2.47827 0.19430
C -7.86685 3.87312 3.53188
H 1.45265 -1.31431 -4.05069
H 2.40025 -2.55531 -4.95643
H 1.06639 1.06403 -3.91741
Si 3.74796 -1.64603 -3.12132
H 2.78785 -0.83474 -5.17981
C -6.60407 4.03458 1.48103
H -0.60387 -1.41836 -3.64434
H 2.49057 -2.25952 4.40676
H 5.12964 -3.66445 -3.32200
C 2.41690 -1.60018 -4.50282
H 1.46358 -4.19043 3.24814
Ga -3.80083 2.84144 4.75673
Ge 2.17471 -0.84092 -1.15023
O 1.54448 -0.53691 0.93976
C 5.26174 -0.54894 -3.15147
H 2.95587 -4.02620 2.66632
C 3.13111 -1.28761 2.55566
H -4.44978 3.73030 1.84074
H 2.71758 1.43283 -3.84548
H 0.29961 -3.35492 0.62296
C -6.71831 3.42927 4.16699
N 2.06109 -3.58745 2.72707
H 1.22353 -4.61882 -1.82199
H 4.89025 -3.33204 -1.65043
Si 1.81005 1.55763 -1.59049
C -5.47844 3.77859 2.22076
H -6.56267 4.27259 0.38731
H 2.90330 3.66182 -0.83023
C 0.18588 2.16580 -0.88078
C -0.81842 -1.22155 -2.61218
C -6.79742 2.88440 5.56097
```

Atom charges from the Löwdin analysis, given in e for atoms 1 to 6: 0.05, 0.06, -0.22, 0.12, 0.03, 0.04


[4]
DFT (the ωB97M-V functional and the def2-TZVPD basis) results for a structure of composition C36H44BBrMnN7PS2 at a distorted geometry.

Values from the calculation:
total energy	-181474.70675	eV
ΔE to the lowest compared entry with this formula, charge and spin	0.927	eV
spin multiplicity	5
strongest force on any atom	1.103	eV/A
highest occupied orbital energy (spin up / spin down)	-0.391 / -0.391	hartree
E_LUMO (spin up / spin down)	-5.21 / -3.15	eV
total charge	+1
<S²>	6.20
molecular weight	815.56	g mol⁻¹

XYZ file:
```
93
C36H44BBrMnN7PS2 the ωB97M-V functional and the def2-TZVPD basis
H -5.25545 -0.16856 0.15714
H -2.25875 2.73483 -1.87277
H 2.49037 -6.17188 3.04167
H 2.65296 1.84058 2.24590
C 2.67666 -4.80973 1.38820
C 2.98188 -0.65334 -1.34319
C -3.13398 -0.29687 -0.00684
C -3.61840 -4.10917 -1.79689
H -2.86411 -3.41021 2.66710
H 3.63594 -1.41964 -3.17779
H 2.31068 0.11573 -4.61527
H -3.83191 -1.48291 4.38201
C -2.36052 -2.50063 2.33734
H 1.40588 -2.13977 -4.07780
H 1.81346 -2.98174 -2.57094
C -0.18091 -5.63011 -0.75539
C 3.14787 -5.77792 2.27584
C -0.59299 -0.90537 3.37503
H -1.57385 -2.46032 4.30995
H -0.69357 0.23737 -2.22731
H 1.36432 3.94486 1.45444
C 1.22796 0.21395 3.95616
C -0.05310 3.68012 -0.26196
Br -2.92312 1.34844 0.88372
H 4.82836 -6.95988 2.87908
S 0.76971 -2.70844 0.27717
C 0.04514 -5.67558 0.62074
C 5.31270 -5.67493 1.22711
S 0.33834 -4.17148 3.37291
H -0.65012 4.32708 -2.85789
N 2.04836 -0.20468 -0.49459
C -1.16658 -7.82463 -0.67028
H 3.19355 1.04686 -3.39144
H 2.06567 0.69667 4.44131
H 5.19071 -0.76635 -1.15516
H 3.16783 -3.51656 -0.25870
H -1.22998 -8.74697 1.26690
C 4.84632 -4.70789 0.34966
C -1.39776 0.92778 -2.67911
H -2.64136 -0.36036 5.05869
H 4.66554 0.35889 1.28491
H 0.65022 -1.65561 -2.56586
C -0.33306 -6.80362 1.34565
C -4.59765 -2.00661 -0.76281
H 0.12925 -4.76297 -1.32780
H -1.55874 -2.80147 1.67227
H 0.35273 2.98669 -3.43002
H -3.27917 -0.09275 3.43015
C 4.46350 -6.21043 2.18875
C 0.80234 3.33204 0.76349
H -1.37897 -2.65663 -1.39024
C -0.67025 3.28667 -3.18542
H -1.27418 3.23355 -4.09393
H -3.03868 -4.18887 -2.71874
H -5.59872 -2.41011 -0.87512
H -1.19430 0.92404 -3.75040
C -0.44673 2.47361 -0.85257
H -1.64236 -8.65998 -1.17042
H -3.22843 -4.85838 -1.10431
C -4.41867 -0.76493 -0.18030
C 4.22963 -0.51604 -0.73056
H -4.65670 -4.35534 -2.01614
N -0.06252 -0.38359 2.25475
C 3.98246 0.05718 0.50401
C 0.20534 -0.54434 4.46912
H -2.39733 0.52015 -2.53257
N -2.05477 -0.95953 -0.42018
C -1.26509 2.35436 -2.11501
H 0.03796 -0.80968 5.50303
N 1.06751 0.29339 2.63096
C 2.40543 0.30554 -3.54306
H 5.51139 -4.28672 -0.39573
C -0.78587 -6.70480 -1.39794
C -2.25868 -2.14705 -1.02620
H -3.08748 -1.90514 1.78488
C 3.52778 -4.27568 0.42446
C 1.58223 -2.00974 -3.00866
H 1.46631 0.73286 -3.18052
C -3.50005 -2.73459 -1.19574
H -0.34988 4.67400 -0.55754
C -0.93712 -7.87287 0.69869
N 0.90412 2.00108 0.79982
H 6.34106 -6.00952 1.16628
H -0.17087 -6.83253 2.41626
C -2.96582 -0.86094 4.14312
P 0.92049 -4.36440 1.53342
C -1.84716 -1.73028 3.55066
B 1.88466 1.13855 1.65114
C 2.70984 -0.99866 -2.78654
N 0.10576 1.46738 -0.16647
H -0.95311 -6.66933 -2.46975
Mn 0.10184 -0.55681 0.09308
N 2.66714 0.24021 0.63360
```

Atom charges from the Löwdin analysis, given in e for atoms 1 to 6: 0.11, 0.13, 0.09, 0.13, -0.37, -0.27


[5]
DFT (the ωB97M-V functional and the def2-TZVPD basis) results for a cluster of 2 separate species, C2H9NOS2 in total at a distorted geometry.

Values from the calculation:
total energy	-27426.14955	eV
ΔE to the lowest compared entry with this formula, charge and spin	1.944	eV
strongest force on any atom	4.375	eV/A
highest occupied orbital energy	-0.302	hartree
E_LUMO	0.60	eV
total charge	0
SMILES	CSS.NCO
molecular weight	127.23	g mol⁻¹

XYZ file:
```
15
C2H9NOS2 the ωB97M-V functional and the def2-TZVPD basis
H 0.97852 1.72735 -2.63359
N 2.20430 1.07730 -0.22959
H 2.41729 -0.56693 -1.49584
C -3.02076 -0.68417 2.22455
O 0.95519 0.83832 -2.26555
C 2.20080 0.60648 -1.60649
H 2.19963 2.03391 -0.08129
H 2.92318 0.92717 -2.26330
H -3.83551 -1.35032 2.07275
S -0.89875 -2.33867 0.04759
S -1.25339 -1.06323 1.55473
H -2.97464 -0.65980 3.25939
H 0.06971 -1.55366 -0.66762
H 1.32823 0.78118 0.27572
H -3.29379 0.22509 1.80854
```

Atom charges from the Löwdin analysis, given in e for atoms 1 to 6: 0.08, 0.02, 0.15, -0.35, -0.09, -0.34


[6]
DFT (the ωB97M-V functional and the def2-TZVPD basis) results for a structure of composition C41H28AlF5N2P2S3.

Values from the calculation:
total energy	-117224.06162	eV
ΔE to the lowest compared entry with this formula, charge and spin	0.515	eV
strongest force on any atom	0.402	eV/A
highest occupied orbital energy	-0.272	hartree
E_LUMO	-0.61	eV
total charge	0
molecular weight	828.81	g mol⁻¹

XYZ file:
```
82
C41H28AlF5N2P2S3 the ωB97M-V functional and the def2-TZVPD basis
H -2.64520 3.42378 -2.92110
C 0.72491 3.82234 0.27271
C -3.15255 2.52347 1.21659
N -0.79741 2.22018 1.10575
S 1.68381 1.71403 3.09269
C 0.03552 -1.09846 5.51634
P -0.03705 -1.69496 0.49739
H 2.51468 -5.60936 -1.11619
C 0.19131 1.65368 -2.37497
F 0.94622 -2.44286 7.22177
H 0.83089 -6.21615 -2.82122
H -1.03233 4.90624 -4.06789
C 0.25729 -3.15549 -0.53980
C -0.68943 3.99609 -3.59184
C 0.66982 -5.35927 -2.18002
C 1.08881 5.10656 -0.10942
C 2.43344 5.41267 -0.21315
H 2.74528 6.40644 -0.50416
S 1.45570 -1.45506 1.82763
C 2.92616 3.17559 0.42590
S 2.63740 0.37134 -0.91156
H -4.81842 -3.13552 3.20550
C -1.51859 -3.01815 2.47163
C -1.15453 1.99783 -2.33873
C -3.95089 -1.99141 1.61294
H -1.09981 -0.41695 -3.76498
C 1.89890 -1.89317 -3.21401
F -0.84865 0.23464 3.83320
C 1.44946 0.47135 4.31518
C -1.55681 -2.14275 1.39128
H -4.89897 -1.58999 1.27672
C -1.59463 3.16272 -2.95165
C 1.10919 -1.50574 6.28867
H -1.22181 -4.85716 -3.06787
C -2.77767 -1.63350 0.96180
C 3.37196 4.43638 0.08170
H -2.78654 -0.95023 0.12049
H 1.36948 4.31002 -4.11855
C -3.02922 3.76951 0.62005
C -3.90640 -2.86052 2.69232
H -1.59460 -2.91205 -1.60550
H -1.64989 5.18098 -0.21888
C 1.90640 -2.77209 -4.28714
H -3.90427 4.37345 0.42003
H -1.84387 1.35257 -1.80529
C -0.29910 -0.21569 -0.31610
C 0.84072 -2.80017 -5.17295
H -0.56568 -3.40029 2.81985
P 0.75521 0.09685 -1.60153
F -1.16752 -1.64270 5.71283
H -2.65055 -4.04302 3.96908
H -2.06076 0.78155 1.84803
H 2.74853 -3.43674 -4.42813
C 1.41142 -3.91463 -0.40818
C 1.09664 2.49241 -3.01966
C 2.50370 0.04788 5.11612
F 3.38893 -1.31116 6.83025
C -1.77241 4.22819 0.27241
H 3.61522 2.37056 0.64172
H -1.07502 -1.96572 -5.67324
H 2.72930 -1.86778 -2.52010
C -0.24140 -1.94958 -4.98349
N 1.63227 2.87190 0.50066
C -0.48568 -4.59865 -2.31795
C 0.21998 -0.12577 4.55412
C 0.81901 -1.04294 -3.01828
C 0.65961 3.66034 -3.62279
Al 0.98396 0.85807 1.03506
H 2.15305 -3.63254 0.32862
C -2.68816 -3.37447 3.11915
H 0.33807 5.85696 -0.30271
F 3.72284 0.56634 4.95571
H -4.11415 2.12656 1.50833
C 1.61433 -5.01882 -1.22547
C -0.67465 3.42055 0.54398
C -2.01033 1.77368 1.42641
H 0.85175 -3.48330 -6.01260
H 2.14815 2.23034 -3.02756
H 4.43177 4.63898 0.04226
C 2.34958 -0.92598 6.08850
C -0.69389 -3.50554 -1.49753
C -0.25186 -1.07666 -3.90917
```

Atom charges from the Löwdin analysis, given in e for atoms 1 to 6: 0.10, -0.18, -0.02, 0.08, 0.78, -0.15


Q: Which of these has the highest strongest force on any atom?
A: C37H35FN9O12S


Q: Look up the total energy of the third one.
A: -160950.87937 eV


Q: Which of these has the lowest total energy?
A: C36H44BBrMnN7PS2


Q: The highest ΔE to the lowest compared entry with this formula, charge and spin belongs to which entry?
A: C37H35FN9O12S